(1)
{"formula": "H20NeO10", "method": "wB97M-V/def2-TZVPD", "gap_ev": 9.8, "e_above_lowest_kcal_mol": 8.7, "lumo_energy_ha": -0.0114, "homo_energy_ev": -10.10, "charge": 0, "symbols": ["Ne", "O", "H", "H", "O", "H", "H", "O", "H", "H", "O", "H", "H", "O", "H", "H", "O", "H", "H", "O", "H", "H", "O", "H", "H", "O", "H", "H", "O", "H", "H"], "positions_angstrom": [[0.1651, 0.0226, -0.1018], [-1.4464, -1.6779, 2.6452], [-2.0465, -1.4908, 3.3670], [-1.0277, -0.8378, 2.4572], [2.7969, 0.8647, 1.0535], [3.6978, 0.9601, 1.3625], [2.7180, 1.5019, 0.3435], [-1.4598, 1.1587, 2.2563], [-0.8277, 1.8378, 2.4919], [-1.5392, 1.2245, 1.3046], [0.9320, -1.3106, -3.0098], [0.0273, -1.2196, -2.7107], [1.4592, -1.1886, -2.2202], [-1.4557, 1.9704, -0.7911], [-2.2114, 2.4300, -1.1570], [-0.7298, 2.2034, -1.3699], [1.4834, -0.0746, 3.4862], [1.9402, -0.8229, 3.1020], [1.6239, 0.6381, 2.8629], [0.5891, 2.4197, -2.4731], [-0.1057, 2.8474, -2.9737], [0.9936, 1.8134, -3.0936], [-1.6850, -0.9914, -2.2004], [-2.3338, -0.9770, -2.9040], [-1.7718, -0.1377, -1.7763], [-2.7149, -2.4814, 0.1351], [-2.2184, -2.1144, 0.8665], [-2.4771, -1.9353, -0.6143], [2.6071, -1.5632, -0.4973], [2.5481, -2.2893, 0.1236], [2.4693, -0.7800, 0.0354]], "forces_ev_per_angstrom": [[0.064, -0.104, 0.049], [0.050, -0.680, -0.264], [-0.145, 0.085, 0.110], [0.164, 0.598, 0.186], [-0.249, -0.020, 0.075], [0.345, -0.052, 0.140], [-0.112, 0.281, -0.276], [-0.039, -0.181, 0.271], [0.136, 0.158, 0.125], [-0.096, 0.177, -0.536], [0.455, 0.357, -0.590], [-0.500, -0.098, 0.108], [0.383, -0.321, 0.389], [-0.890, -0.311, 0.411], [-0.362, 0.154, 0.134], [0.855, -0.198, -0.120], [-0.205, 0.035, 0.431], [0.031, -0.195, -0.082], [0.134, 0.103, -0.308], [0.068, 0.327, 0.178], [0.013, 0.322, -0.467], [0.167, -0.522, -0.157], [-0.165, -0.133, 0.022], [-0.203, -0.157, -0.282], [0.077, 0.623, 0.352], [-0.401, -0.179, -0.218], [0.197, -0.003, 0.729], [0.143, -0.034, -0.380], [0.072, -0.128, -0.393], [-0.098, -0.306, 0.001], [0.110, 0.403, 0.365]]}



(2)
{"formula": "C2H3Cl2NO4S2", "method": "wB97M-V/def2-TZVPD", "gap_ev": [5.0, 5.0], "lumo_energy_ha": [0.1885, 0.1885], "homo_energy_ev": [0.16, 0.16], "charge": -2, "symbols": ["C", "C", "N", "O", "O", "O", "O", "S", "S", "Cl", "Cl", "H", "H", "H"], "positions_angstrom": [[0.3651, -3.5954, -2.4012], [-0.0435, 2.1345, 1.1219], [-1.1039, -0.2687, 0.3771], [-0.9576, -0.6341, -2.0873], [0.9661, 0.5228, -1.1335], [-1.7600, 0.8367, 2.4015], [0.4767, -0.2912, 2.2799], [0.0352, -0.6123, -0.9821], [-0.5908, 0.4131, 1.6553], [2.0104, -3.5874, -2.0660], [0.2626, 2.8604, 2.7412], [0.3204, -2.7658, -3.2402], [-0.9064, 2.7309, 0.7153], [0.9257, 2.2565, 0.6180]], "forces_ev_per_angstrom": [[-0.668, 1.643, -1.530], [0.095, 0.000, 0.797], [0.841, 0.023, -1.692], [-0.076, -0.029, -0.490], [0.527, 0.895, 0.183], [-0.111, -0.329, 1.426], [1.633, -0.040, 1.712], [-1.517, -1.166, 0.923], [-2.130, 0.842, -3.646], [1.029, -0.230, 0.259], [0.463, 1.205, 0.757], [-0.279, -1.216, 1.495], [0.998, -1.103, 0.087], [-0.805, -0.495, -0.281]]}



(3)
{"formula": "C24H53Cl4N6O8", "method": "wB97M-V/def2-TZVPD", "gap_ev": 8.7, "e_above_lowest_kcal_mol": 68.6, "lumo_energy_ha": 0.0731, "homo_energy_ev": -6.74, "charge": -1, "symbols": ["C", "C", "O", "O", "H", "H", "H", "C", "C", "O", "N", "C", "H", "H", "H", "H", "H", "H", "H", "C", "C", "O", "N", "C", "H", "H", "H", "H", "H", "H", "H", "C", "C", "O", "N", "C", "H", "H", "H", "H", "H", "H", "H", "C", "C", "O", "N", "C", "H", "H", "H", "H", "H", "H", "H", "C", "C", "O", "N", "C", "H", "H", "H", "H", "H", "H", "H", "C", "C", "O", "N", "C", "H", "H", "H", "H", "H", "H", "H", "Cl", "C", "C", "Cl", "H", "H", "H", "H", "Cl", "C", "C", "Cl", "H", "H", "H", "H"], "positions_angstrom": [[12.6914, -17.3814, 4.2776], [12.7393, -18.7446, 4.9817], [13.8480, -19.1199, 5.4570], [11.6511, -19.3658, 5.1249], [12.4105, -17.5443, 3.2351], [13.6707, -16.8989, 4.2913], [12.0057, -16.6840, 4.7630], [9.7343, -21.7730, 3.3376], [8.5913, -20.7618, 3.4882], [7.4298, -21.0555, 3.2822], [9.0071, -19.5347, 3.9044], [8.0583, -18.4559, 4.1565], [10.4249, -21.3575, 2.6093], [9.2820, -22.7134, 3.0255], [10.1574, -22.0293, 4.3101], [9.9423, -19.3967, 4.2771], [8.1642, -17.6014, 3.4844], [8.2596, -18.0903, 5.1614], [7.0085, -18.7362, 4.1346], [10.0978, -15.4568, 1.5131], [10.5699, -16.4904, 0.5116], [10.8158, -16.2210, -0.6532], [10.7714, -17.7213, 1.0277], [11.4647, -18.8327, 0.4024], [9.3128, -14.9132, 0.9751], [10.8139, -14.6720, 1.7548], [9.6930, -15.8272, 2.4537], [10.2801, -17.9045, 1.8887], [11.5514, -19.5870, 1.1852], [12.4752, -18.5780, 0.0954], [10.8887, -19.2655, -0.4141], [16.1646, -19.6131, 2.9052], [16.7554, -20.7259, 3.7396], [17.3719, -21.6527, 3.2337], [16.4743, -20.6135, 5.0501], [16.6512, -21.5657, 6.1035], [16.7158, -19.6542, 1.9668], [16.0820, -18.6662, 3.4205], [15.1428, -19.8747, 2.6091], [16.0370, -19.7611, 5.3633], [17.6318, -21.4584, 6.5867], [16.6636, -22.6067, 5.7714], [15.8772, -21.5113, 6.8678], [12.8564, -22.7016, 6.0014], [11.5304, -22.7510, 6.7504], [11.1430, -23.8120, 7.2520], [10.8427, -21.5995, 6.7807], [9.4423, -21.4583, 7.1643], [13.4480, -21.8775, 6.4074], [12.6671, -22.5028, 4.9477], [13.4345, -23.6084, 6.1463], [11.3620, -20.8356, 6.3490], [9.4484, -20.5523, 7.7689], [9.1367, -22.3069, 7.7680], [8.8355, -21.3697, 6.2653], [13.7849, -17.9705, 7.3394], [13.3312, -18.9112, 8.4447], [13.0859, -18.4946, 9.5651], [13.3538, -20.2218, 8.1273], [12.7965, -21.2819, 8.9351], [14.7396, -18.2985, 6.9219], [13.9155, -16.9838, 7.7748], [13.1067, -17.8906, 6.4898], [13.5466, -20.4173, 7.1538], [13.0417, -21.1598, 9.9828], [12.9860, -22.2410, 8.4507], [11.7005, -21.3195, 8.8278], [17.0788, -16.4895, 4.6041], [18.4939, -16.8669, 4.3549], [18.7803, -17.7239, 3.5365], [19.4709, -16.3349, 5.1312], [20.8663, -16.4466, 4.7836], [16.9794, -15.4447, 4.9183], [16.5012, -17.0944, 5.3031], [16.5962, -16.5502, 3.6263], [19.2807, -15.8519, 5.9916], [21.4463, -17.0290, 5.4986], [21.3748, -15.4769, 4.6964], [20.9176, -16.8041, 3.7574], [13.5728, -14.7438, 5.9757], [14.8156, -14.4766, 4.7261], [14.3234, -14.8697, 3.3622], [15.4207, -14.2388, 2.1055], [15.7763, -14.8610, 5.0702], [15.0714, -13.4131, 4.7332], [13.3297, -14.5014, 3.1103], [14.2216, -15.9369, 3.1575], [9.8154, -15.6372, 5.7211], [10.5196, -16.9894, 6.6964], [9.7196, -17.2083, 7.9718], [8.0738, -17.6678, 7.5485], [11.4971, -16.6361, 7.0183], [10.5602, -17.8984, 6.1011], [9.8111, -16.4280, 8.7219], [10.2220, -18.0712, 8.4210]], "forces_ev_per_angstrom": [[0.425, -0.463, -0.031], [1.034, -0.824, -0.645], [-0.861, -1.999, -3.835], [-0.101, 0.008, -0.091], [-0.213, 0.128, -0.020], [-0.356, -0.783, 0.351], [-0.116, -0.289, -0.297], [-1.200, -0.136, 0.207], [0.855, -0.279, 0.582], [-0.292, 0.110, -0.231], [-0.972, 0.353, -0.481], [0.280, 0.349, 0.606], [0.437, -0.360, 0.184], [0.078, 0.143, -0.517], [0.467, 0.571, -0.088], [0.223, -0.282, -0.087], [0.196, -0.104, -0.229], [-0.122, 0.149, -0.189], [0.165, -0.581, -0.173], [-1.066, 0.665, -0.530], [0.810, 0.027, -0.201], [0.056, 0.178, 0.171], [-0.158, -0.153, 0.654], [-0.523, -0.177, 0.437], [-0.117, -0.033, 0.273], [0.482, -0.368, -0.191], [0.061, -0.261, -0.060], [0.285, -0.164, 0.125], [0.056, -0.104, -0.107], [-0.074, 0.247, -0.219], [0.158, 0.075, -0.211], [-0.310, -0.780, -0.730], [-0.169, -0.160, -0.253], [-0.155, -0.038, 0.299], [-0.434, 0.504, 0.891], [1.119, -1.117, 0.277], [0.225, 0.769, 0.159], [0.382, 0.177, -0.174], [-0.042, -0.240, 0.340], [-0.367, -0.069, -0.420], [-0.144, 0.195, 0.136], [-0.202, 0.191, -0.499], [-0.094, 0.395, -0.116], [-0.074, 0.571, 0.451], [-0.335, -1.704, -0.070], [-0.045, 0.647, -0.173], [0.539, -0.506, -0.739], [1.290, 0.330, 0.085], [0.042, -0.236, -0.579], [0.143, -0.001, -0.051], [-0.254, -0.178, -0.051], [-0.733, 0.407, -0.188], [-0.775, 0.092, -0.014], [0.037, -0.081, -0.048], [-0.309, 0.140, 0.160], [0.180, 1.531, 1.802], [0.725, 0.413, -0.259], [-0.618, -0.035, 0.471], [-0.020, -0.218, -0.358], [-1.240, 0.071, -0.378], [-0.236, 0.352, 0.448], [0.005, 0.078, 0.486], [0.373, 0.749, 2.153], [-0.054, 0.388, 0.039], [0.387, -0.329, 0.013], [0.988, 0.013, 0.779], [0.187, 0.609, 0.594], [-0.320, 0.949, -0.351], [0.613, -1.831, 0.482], [-0.173, 0.394, -0.600], [0.502, 0.942, 0.514], [0.443, 0.468, -0.589], [1.055, -0.752, -0.024], [0.337, -0.268, 0.089], [-0.083, -0.024, 0.139], [-0.477, 0.181, -0.199], [-0.097, -0.382, -0.237], [-0.407, 0.183, 0.428], [0.081, -0.687, 0.277], [0.143, 0.239, 0.088], [0.256, 1.402, 0.512], [-0.251, -0.574, -0.947], [0.262, 0.168, -0.060], [-1.475, -0.359, -0.270], [-0.672, 0.168, -0.177], [0.063, 0.444, 0.433], [0.621, 0.437, 0.175], [0.111, -0.134, -0.006], [-0.553, 1.034, 0.977], [1.253, -0.904, -0.421], [-0.532, 0.056, 0.698], [0.127, -0.209, -0.304], [0.072, 0.228, -0.072], [-0.517, 0.367, -0.323], [-0.291, -0.112, 0.127]]}



(4)
{"formula": "C8H10BrClSi", "method": "wB97M-V/def2-TZVPD", "gap_ev": [8.3, 6.1], "e_above_lowest_kcal_mol": 82.7, "lumo_energy_ha": [-0.0069, -0.0146], "homo_energy_ev": [-8.47, -6.50], "charge": 0, "symbols": ["C", "C", "C", "C", "C", "C", "C", "C", "Si", "Cl", "Br", "H", "H", "H", "H", "H", "H", "H", "H", "H", "H"], "positions_angstrom": [[-2.6977, -0.6121, -1.7320], [-1.6138, -0.0540, -2.3077], [-2.7124, -0.9902, -0.4208], [-0.5475, 0.3016, -1.5018], [-1.7138, -0.5500, 0.4560], [-0.6462, 0.1176, -0.1438], [0.3698, 0.9003, 2.8571], [3.7716, -0.6169, -0.1666], [0.6630, 0.9370, 0.9024], [1.8073, 2.5570, 0.1549], [4.3770, 0.3926, -1.6682], [-3.5402, -0.8838, -2.3136], [-1.5275, -0.1071, -3.4455], [-3.5474, -1.5971, -0.1107], [0.4133, 0.8287, -1.7188], [-1.6147, -0.8963, 1.4937], [-0.5679, 1.4103, 3.0281], [0.0677, -0.2142, 2.9868], [1.1869, 1.2148, 3.4170], [3.5599, -1.6563, -0.4174], [4.5127, -0.4820, 0.6511]], "forces_ev_per_angstrom": [[-0.870, -0.818, -0.024], [2.006, 0.148, -2.882], [-0.065, 0.304, 1.842], [1.078, 1.111, -0.021], [0.041, -1.217, -0.650], [0.241, 1.201, 1.729], [-2.393, -2.427, -3.232], [1.160, 0.036, 0.280], [1.822, -0.870, 1.255], [-1.094, -0.483, 0.290], [-0.429, -0.253, 0.347], [-0.579, -0.289, -0.694], [-0.171, 0.724, 1.693], [-0.089, -0.001, 0.431], [-1.088, -0.617, -1.107], [-0.518, 0.401, -0.404], [-0.043, 0.576, 0.459], [0.967, 1.697, 0.120], [1.248, 0.429, 1.005], [-0.267, 0.354, -0.018], [-0.957, -0.005, -0.421]]}



(5)
{"formula": "C34H23BClN2O6RuS2", "method": "wB97M-V/def2-TZVPD", "gap_ev": [4.4, 6.1], "e_above_lowest_kcal_mol": 24.5, "lumo_energy_ha": [0.1455, 0.1110], "homo_energy_ev": [-0.49, -3.07], "charge": -2, "spin_multiplicity": 6, "symbols": ["Ru", "S", "C", "C", "N", "C", "S", "C", "N", "O", "C", "C", "C", "C", "C", "C", "C", "C", "C", "C", "C", "C", "C", "C", "C", "H", "H", "H", "H", "H", "H", "H", "H", "H", "H", "H", "O", "B", "O", "C", "C", "C", "C", "C", "C", "H", "H", "H", "H", "C", "C", "C", "C", "Cl", "C", "C", "C", "O", "C", "C", "O", "O", "H", "H", "H", "H", "H", "H", "H", "H"], "positions_angstrom": [[0.5945, 1.7565, 1.0965], [0.7107, 2.1418, 3.6645], [2.3787, 1.8028, 3.9466], [2.7815, 1.5953, 5.2433], [3.1146, 1.4334, 6.3474], [3.3736, 1.8224, 2.8802], [2.9937, 2.3880, 1.3031], [4.6865, 1.5501, 3.1800], [5.8021, 1.3371, 3.4354], [-0.3786, 4.5290, 0.5582], [0.0189, 3.4631, 0.7826], [3.3773, 1.8766, -5.3965], [3.6443, 3.0154, -4.6388], [3.0591, 3.1940, -3.4125], [2.1617, 2.2388, -2.8679], [1.9511, 1.0619, -3.6339], [2.5356, 0.9025, -4.8649], [1.4536, 2.5411, -1.6817], [0.5011, 1.7336, -1.0465], [-0.5202, 1.0265, -1.6963], [-1.0506, -0.2021, -1.2073], [-2.0086, -0.8875, -1.9102], [-2.5149, -0.3832, -3.1089], [-2.0342, 0.8311, -3.5954], [-1.0550, 1.5177, -2.9257], [3.8423, 1.7486, -6.3654], [4.3165, 3.7713, -5.0284], [3.2728, 4.0854, -2.8391], [1.3284, 0.2801, -3.2292], [2.3407, 0.0051, -5.4385], [1.7300, 3.4795, -1.2040], [-0.6727, -0.5997, -0.2716], [-2.3739, -1.8348, -1.5338], [-3.2834, -0.9186, -3.6513], [-2.4516, 1.2366, -4.5111], [-0.6939, 2.4653, -3.3023], [-2.3207, 1.6659, 0.3821], [-1.4527, 1.5390, 1.4773], [-2.2249, 1.5172, 2.6431], [-3.5181, 1.6155, 2.2647], [-4.6730, 1.6646, 3.0186], [-5.8764, 1.7841, 2.3316], [-5.9266, 1.8400, 0.9463], [-4.7683, 1.7956, 0.1830], [-3.5732, 1.6946, 0.8632], [-4.6431, 1.6206, 4.0966], [-6.8027, 1.8192, 2.8900], [-6.8845, 1.9127, 0.4475], [-4.7816, 1.8305, -0.8945], [1.7768, -3.3236, -0.2818], [0.8088, -4.1251, 0.5326], [-0.1373, -4.9013, -0.1219], [-0.9825, -5.7436, 0.5753], [-2.1358, -6.7126, -0.2894], [-0.8986, -5.8581, 1.9491], [0.0052, -5.0552, 2.6136], [0.8388, -4.1617, 1.9361], [1.7010, -3.4912, 2.7445], [2.0312, -2.1309, 2.5184], [0.8807, -1.2894, 1.8932], [-0.2544, -1.7410, 1.8526], [1.2961, -0.1884, 1.4363], [1.7480, -3.6409, -1.3202], [2.7901, -3.4574, 0.0895], [1.5394, -2.2631, -0.2528], [-0.2096, -4.8452, -1.1971], [-1.5366, -6.5406, 2.4923], [0.0783, -5.0872, 3.6905], [2.9299, -2.0256, 1.8989], [2.2456, -1.7215, 3.5136]], "forces_ev_per_angstrom": [[0.412, -0.225, 0.208], [0.475, -0.433, -0.699], [-1.553, 0.285, -0.124], [0.151, -0.088, 0.997], [0.021, -0.049, 0.076], [-0.211, 0.454, -1.297], [-0.156, -0.040, 0.343], [0.959, -0.222, 0.033], [0.080, -0.051, -0.001], [0.493, -1.141, 0.261], [-0.617, 1.260, -0.251], [0.040, -0.092, -0.057], [0.130, 0.182, -0.109], [0.028, 0.082, 0.138], [-0.117, 0.105, 0.166], [-0.104, -0.138, 0.328], [0.204, -0.057, -0.357], [0.931, 0.943, -0.845], [-0.429, -1.220, 1.660], [-0.265, 0.084, -0.485], [0.269, 0.159, 0.103], [-0.094, -0.148, -0.092], [-0.105, 0.016, -0.047], [-0.293, -0.099, -0.228], [0.211, -0.044, 0.238], [-0.038, -0.047, -0.036], [0.018, 0.023, 0.024], [-0.010, 0.095, 0.070], [-0.080, -0.041, -0.009], [-0.023, -0.081, 0.028], [-0.070, 0.085, -0.137], [-0.011, -0.036, -0.001], [-0.006, -0.019, 0.085], [-0.011, -0.052, -0.015], [0.046, 0.024, -0.025], [0.061, 0.018, -0.048], [0.010, 0.016, -0.406], [0.388, 0.475, 0.087], [0.287, -0.083, 0.513], [-0.647, 0.081, -0.766], [0.395, -0.009, 0.092], [-0.275, -0.043, -0.039], [-0.194, -0.004, 0.062], [0.438, -0.041, -0.061], [-0.597, -0.047, 0.800], [0.046, -0.029, 0.090], [-0.015, 0.011, 0.054], [-0.034, 0.020, 0.015], [-0.007, 0.018, -0.148], [-0.026, 0.126, 0.070], [0.119, -0.086, 0.236], [-0.070, -0.047, 0.163], [0.148, 0.030, 0.145], [-0.270, -0.217, -0.238], [-0.004, 0.092, -0.074], [0.199, 0.204, -0.056], [-0.271, -0.535, 0.041], [0.051, -0.247, -0.085], [-0.289, 0.650, -0.225], [0.185, -0.485, 0.267], [-0.397, 0.013, 0.183], [0.514, 0.495, -0.220], [-0.004, -0.047, -0.112], [0.120, 0.043, 0.003], [0.070, 0.163, -0.045], [0.021, -0.035, -0.140], [-0.049, -0.014, -0.026], [0.011, 0.034, 0.079], [-0.185, -0.022, 0.109], [0.001, 0.029, -0.262]]}